1.
{
  "formula": "C20H13FeN5S6Se",
  "method": "ωB97M-V/def2-TZVPD",
  "elements": ["Fe", "S", "C", "S", "C", "C", "S", "S", "S", "N", "C", "C", "C", "C", "C", "N", "C", "C", "C", "C", "C", "N", "H", "H", "H", "H", "H", "H", "H", "H", "H", "Se", "N", "C", "C", "C", "C", "C", "C", "N", "H", "H", "H", "H", "S", "C"],
  "positions_angstrom": [[-0.197, -0.119, 0.013], [2.706, 2.221, 6.375], [2.104, 1.678, 4.963], [1.400, 2.720, 3.765], [1.034, 1.511, 2.566], [1.412, 0.198, 2.897], [1.163, -1.146, 1.932], [2.192, 0.024, 4.449], [0.298, 1.982, 1.129], [0.962, 2.230, -1.991], [1.840, 1.157, -1.875], [3.101, 1.291, -2.467], [3.992, 0.248, -2.389], [3.607, -0.924, -1.746], [2.355, -0.973, -1.185], [1.488, 0.057, -1.212], [-0.423, 2.207, -2.097], [-1.055, 3.241, -2.799], [-2.423, 3.209, -2.927], [-3.137, 2.146, -2.376], [-2.435, 1.185, -1.692], [-1.103, 1.224, -1.526], [1.382, 3.037, -2.423], [3.352, 2.203, -2.992], [4.970, 0.336, -2.842], [4.262, -1.780, -1.681], [1.993, -1.858, -0.682], [-0.468, 4.035, -3.241], [-2.934, 3.995, -3.466], [-4.210, 2.072, -2.474], [-2.931, 0.333, -1.245], [-0.612, -1.801, -2.753], [-0.584, -1.825, -0.906], [-1.300, -2.937, -0.534], [-1.475, -3.388, 0.780], [-2.217, -4.527, 1.025], [-2.797, -5.250, -0.026], [-2.625, -4.843, -1.329], [-1.868, -3.688, -1.612], [-1.651, -3.248, -2.872], [-1.015, -2.854, 1.601], [-2.344, -4.869, 2.044], [-3.374, -6.140, 0.189], [-3.053, -5.391, -2.158], [-2.857, -0.262, 1.988], [-1.627, -0.211, 1.087]],
  "mulliken_charge": [-0.47, -0.21, 0.15, -0.05, 0.31, 0.23, -0.30, -0.05, -0.37, 0.06, 0.73, -0.99, -0.39, -1.08, -0.22, 0.43, 0.70, -1.00, -0.36, -1.00, -0.39, 0.55, 0.24, 0.37, 0.41, 0.43, 0.51, 0.37, 0.41, 0.42, 0.36, 0.14, -0.09, 1.04, -0.24, -1.00, -0.49, -0.65, 0.29, -0.86, 0.27, 0.40, 0.36, 0.43, -0.16, 0.73],
  "orbital_gap_ev": [5.36, 5.70],
  "homo_energy_ev": [-5.7, -7.7],
  "total_energy_ha": -7097.96262,
  "max_force_ev_per_a": 0.31,
  "de_lowest_ev": 0.0000,
  "total_charge": 0,
  "e_lumo_ev": [-0.29, -1.95],
  "spin_multiplicity": 5
}



2.
{
  "formula": "C20H13N2O9Ta",
  "method": "ωB97M-V/def2-TZVPD",
  "elements": ["Ta", "C", "C", "C", "C", "N", "C", "C", "C", "C", "C", "C", "N", "H", "H", "H", "H", "H", "H", "H", "H", "O", "C", "O", "C", "O", "O", "O", "O", "C", "O", "C", "C", "C", "C", "O", "C", "O", "C", "C", "H", "H", "H", "H", "H"],
  "positions_angstrom": [[1.498, -0.375, -0.486], [-2.072, 2.306, -1.749], [-1.551, 3.586, -1.752], [-0.214, 3.776, -1.439], [0.564, 2.672, -1.137], [0.053, 1.439, -1.129], [-1.232, 1.256, -1.423], [2.004, 2.761, -0.785], [2.721, 3.944, -0.847], [4.060, 3.945, -0.492], [4.655, 2.765, -0.086], [3.889, 1.616, -0.056], [2.594, 1.617, -0.397], [-3.108, 2.113, -1.983], [-2.177, 4.434, -1.991], [0.201, 4.772, -1.427], [-1.593, 0.235, -1.392], [2.246, 4.856, -1.173], [4.630, 4.863, -0.538], [5.696, 2.721, 0.199], [4.286, 0.655, 0.239], [1.239, -0.762, -4.536], [1.176, -0.866, -3.347], [1.921, -0.222, -2.463], [0.146, -1.803, -2.634], [-0.616, -2.511, -3.214], [0.223, -1.675, -1.304], [2.921, -1.162, 0.120], [-1.363, 1.052, 1.571], [-0.826, -0.031, 1.544], [0.446, -0.178, 1.162], [-1.509, -1.298, 1.922], [-2.857, -1.232, 2.249], [-3.581, -2.373, 2.593], [-2.891, -3.560, 2.586], [-3.348, -4.804, 2.908], [-2.302, -5.694, 2.510], [-1.112, -4.923, 2.396], [-1.543, -3.628, 2.268], [-0.816, -2.520, 1.931], [-3.340, -0.265, 2.227], [-4.630, -2.331, 2.851], [-2.553, -6.127, 1.536], [-2.170, -6.459, 3.271], [0.236, -2.583, 1.697]],
  "mulliken_charge": [1.84, -0.92, -0.62, -0.90, 0.58, 0.49, -0.12, 1.00, -0.92, -0.37, -0.80, -0.10, 0.04, 0.42, 0.44, 0.38, 0.49, 0.34, 0.44, 0.41, 0.54, -0.58, 0.66, -0.67, 0.63, -0.57, -0.72, -0.82, -0.63, 0.51, -0.67, 0.27, -0.77, -0.90, 0.93, -0.47, -0.18, -0.49, 0.96, -1.06, 0.50, 0.44, 0.26, 0.22, 0.50],
  "orbital_gap_ev": 7.05,
  "homo_energy_ev": -8.4,
  "total_energy_ha": -1613.89224,
  "max_force_ev_per_a": 0.18,
  "de_lowest_ev": 0.0266,
  "total_charge": 0,
  "e_lumo_ev": -1.32
}



3.
{
  "formula": "C20H14BBrF17N2O7PS",
  "method": "ωB97M-V/def2-TZVPD",
  "elements": ["C", "C", "C", "C", "B", "O", "O", "C", "C", "C", "N", "C", "P", "O", "Br", "C", "C", "C", "C", "F", "F", "C", "F", "F", "C", "F", "F", "C", "F", "F", "C", "F", "F", "C", "F", "F", "C", "F", "F", "C", "F", "F", "F", "N", "C", "H", "H", "H", "H", "H", "H", "H", "H", "H", "H", "H", "H", "H", "H", "O", "S", "O", "O", "O"],
  "positions_angstrom": [[0.242, 1.626, 3.042], [-0.139, 0.504, 4.046], [0.182, -0.903, 3.546], [1.154, -1.652, 4.150], [2.057, -1.171, 5.338], [3.447, -1.224, 5.321], [1.489, -0.702, 6.513], [1.409, -2.986, 3.643], [0.667, -3.461, 2.626], [-0.344, -2.702, 1.976], [-1.019, -3.309, 0.959], [-1.897, -2.512, 0.417], [-2.850, -3.334, -1.000], [-2.614, -2.395, -2.276], [-5.109, -3.332, -0.389], [-2.141, -1.150, 0.826], [-3.163, -0.287, 0.095], [-2.646, 0.313, -1.257], [-2.568, 1.833, -1.331], [-3.696, 2.359, -0.750], [-2.650, 2.195, -2.639], [-1.359, 2.527, -0.638], [-1.368, 3.818, -1.071], [-1.617, 2.528, 0.680], [0.016, 1.865, -0.954], [0.141, 0.692, -0.309], [-0.005, 1.557, -2.273], [1.270, 2.720, -0.547], [2.150, 1.957, 0.124], [0.888, 3.643, 0.373], [1.945, 3.515, -1.717], [2.468, 4.637, -1.132], [1.035, 4.007, -2.569], [3.163, 2.855, -2.421], [3.592, 3.687, -3.400], [4.181, 2.819, -1.532], [3.027, 1.434, -3.028], [4.301, 1.043, -3.300], [2.564, 0.511, -2.176], [2.231, 1.303, -4.398], [1.592, 2.413, -4.770], [3.105, 1.010, -5.383], [1.430, 0.259, -4.319], [-1.511, -0.585, 1.837], [-0.580, -1.399, 2.425], [1.158, 2.160, 3.324], [-0.573, 2.361, 3.055], [0.308, 1.207, 2.040], [0.234, 0.683, 5.057], [-1.237, 0.529, 4.124], [3.756, -0.983, 4.440], [2.068, -0.028, 6.888], [2.193, -3.585, 4.103], [0.856, -4.480, 2.286], [-2.868, -2.904, -3.132], [-4.079, -0.846, -0.121], [-3.458, 0.495, 0.806], [-3.383, 0.020, -2.014], [-1.721, -0.172, -1.587], [-0.760, -4.646, -2.967], [-1.125, -4.207, -4.336], [-1.005, -5.325, -5.297], [-0.260, -3.074, -4.755], [-2.570, -3.730, -4.272]],
  "mulliken_charge": [-0.37, -0.98, 0.31, -0.15, 0.52, -0.58, -0.53, -0.71, -0.47, -0.06, -0.59, 0.47, 0.19, -0.29, -0.47, 0.57, -1.22, -0.95, 0.38, -0.35, -0.31, 0.80, -0.31, -0.23, 0.17, -0.21, -0.31, 0.94, -0.30, -0.36, 0.51, -0.36, -0.25, 0.55, -0.33, -0.31, 0.56, -0.34, -0.17, 0.75, -0.25, -0.29, -0.18, -0.06, 0.33, 0.41, 0.24, -0.24, 0.53, 0.31, 0.32, 0.29, 0.43, 0.44, 0.40, 0.07, 0.59, 0.81, 0.52, -0.75, 1.19, -0.76, -0.72, -0.83],
  "orbital_gap_ev": 3.94,
  "homo_energy_ev": -0.8,
  "total_energy_ha": -6443.09199,
  "max_force_ev_per_a": 3.96,
  "total_charge": -2,
  "e_lumo_ev": 3.13
}



4.
{
  "formula": "C20H14BrN3O2S",
  "method": "ωB97M-V/def2-TZVPD",
  "elements": ["O", "C", "C", "S", "C", "N", "N", "C", "C", "C", "C", "C", "Br", "C", "C", "O", "N", "C", "C", "C", "C", "C", "C", "C", "C", "C", "C", "H", "H", "H", "H", "H", "H", "H", "H", "H", "H", "H", "H", "H", "H"],
  "positions_angstrom": [[-0.470, 0.390, 4.536], [0.226, -0.351, 3.891], [0.339, -1.829, 4.284], [0.545, -2.960, 2.865], [-0.542, -2.187, 1.762], [-1.550, -1.422, 2.046], [-1.979, -0.911, 0.885], [-1.225, -1.386, -0.060], [-1.250, -1.034, -1.457], [-0.452, -1.714, -2.375], [-0.430, -1.317, -3.697], [-1.202, -0.235, -4.089], [-1.140, 0.338, -5.899], [-2.009, 0.445, -3.189], [-2.033, 0.043, -1.870], [-0.284, -2.232, 0.439], [0.983, -0.004, 2.813], [0.675, 1.002, 1.883], [-0.118, 2.068, 2.233], [-0.528, 2.998, 1.272], [-0.152, 2.860, -0.033], [0.681, 1.794, -0.428], [1.076, 1.645, -1.775], [1.883, 0.616, -2.166], [2.340, -0.306, -1.216], [1.977, -0.191, 0.098], [1.128, 0.849, 0.538], [-0.564, -2.099, 4.831], [1.210, -1.999, 4.918], [0.150, -2.549, -2.049], [0.186, -1.835, -4.416], [-2.603, 1.282, -3.520], [-2.639, 0.556, -1.141], [1.603, -0.724, 2.464], [-0.454, 2.167, 3.251], [-1.160, 3.818, 1.577], [-0.481, 3.563, -0.784], [0.726, 2.373, -2.493], [2.180, 0.512, -3.199], [2.990, -1.112, -1.525], [2.370, -0.920, 0.794]],
  "mulliken_charge": [-0.61, 0.47, -0.69, -0.23, 0.54, -0.35, -0.47, 0.56, 0.31, -0.24, -0.72, 0.13, -0.18, -0.67, -0.42, -0.31, -0.13, -0.06, -0.68, -0.80, -0.90, 0.91, -0.86, -0.47, -1.15, -0.32, 1.33, 0.41, 0.41, 0.53, 0.47, 0.46, 0.48, 0.18, 0.56, 0.40, 0.41, 0.43, 0.48, 0.43, 0.33],
  "orbital_gap_ev": 8.04,
  "homo_energy_ev": -8.0,
  "total_energy_ha": -4057.51553,
  "max_force_ev_per_a": 1.78,
  "total_charge": 0,
  "e_lumo_ev": 0.00,
  "smiles": "O=C(CSc1nnc(-c2ccc(Br)cc2)o1)Nc1cccc2ccccc12"
}